Record 1
Entry from the Open Molecules 2025 dataset: a cluster of 2 separate species, C41H35F4N3O3 in total (ωB97M-V/def2-TZVPD).

- largest force on an atom (eV/Å) = 4.8
- HOMO (Ha) = -0.223
- energy relative to the best compared isomer or geometry (same formula, charge and spin) (eV) = 0.0000

Each line ends with the Mulliken charge.
CARTESIAN COORDINATES (ANGSTROEM)
1 F 4.498 -3.481 1.686  -0.278
2 C 4.010 -3.506 2.941  0.400
3 C 3.789 -2.364 3.631  0.135
4 F 4.147 -1.159 3.124  -0.344
5 C 3.177 -2.343 4.954  0.706
6 O 2.848 -1.286 5.511  -0.542
7 C 2.965 -3.664 5.543  0.305
8 F 2.491 -3.683 6.804  -0.248
9 C 3.204 -4.811 4.864  0.359
10 F 2.968 -6.017 5.416  -0.259
11 C 3.729 -4.824 3.501  0.310
12 O 3.934 -5.872 2.871  -0.520
13 C 3.287 3.391 2.869  -1.616
14 C 2.479 2.581 1.901  0.581
15 C 2.203 3.090 0.639  -0.870
16 C 1.455 2.370 -0.300  1.958
17 C 1.198 3.043 -1.614  -2.501
18 C 0.993 1.093 0.054  -1.091
19 N 0.166 0.353 -0.847  1.837
20 C 0.498 -0.046 -2.146  0.547
21 C 1.772 0.219 -2.793  -0.004
22 C 1.729 0.535 -4.171  -0.819
23 C 2.861 1.065 -4.787  -0.610
24 C 4.060 1.190 -4.076  -0.452
25 C 4.140 0.739 -2.753  -0.577
26 C 3.017 0.211 -2.120  0.000
27 N -0.509 -0.676 -2.700  -1.256
28 N -1.497 -0.742 -1.732  1.434
29 C -2.662 -1.527 -1.982  0.108
30 C -2.458 -2.825 -2.483  1.247
31 C -1.102 -3.373 -2.768  -1.318
32 C -3.574 -3.633 -2.703  -1.175
33 C -4.867 -3.183 -2.442  0.630
34 C -6.036 -4.083 -2.688  -1.483
35 C -5.048 -1.882 -1.982  -1.391
36 C -3.966 -1.020 -1.789  1.047
37 C -4.268 0.401 -1.451  -1.066
38 C -1.144 -0.022 -0.658  -0.028
39 C -1.865 -0.099 0.624  0.131
40 O -2.239 -1.227 1.026  -0.836
41 C -2.094 1.089 1.449  0.639
42 C -2.657 0.844 2.795  -2.288
43 C -1.749 2.401 0.995  0.992
44 C -1.911 2.795 -0.352  0.440
45 C -1.675 4.110 -0.742  -0.838
46 C -1.187 5.042 0.177  -0.514
47 C -0.976 4.663 1.505  -0.753
48 C -1.293 3.379 1.927  -1.131
49 C 1.305 0.536 1.301  0.931
50 C 0.959 -0.862 1.709  -1.186
51 C 2.002 1.315 2.232  -0.804
52 H 3.425 2.837 3.802  0.399
53 H 4.273 3.629 2.447  0.345
54 H 2.786 4.343 3.091  0.307
55 H 2.562 4.088 0.368  0.407
56 H 0.342 2.621 -2.148  0.246
57 H 0.988 4.109 -1.442  0.623
58 H 2.084 2.988 -2.264  0.442
59 H 0.785 0.414 -4.706  0.424
60 H 2.799 1.389 -5.827  0.387
61 H 4.939 1.627 -4.557  0.378
62 H 5.083 0.811 -2.208  0.400
63 H 3.082 -0.191 -1.106  0.513
64 H -1.226 -4.363 -3.218  0.443
65 H -0.555 -2.729 -3.464  0.235
66 H -0.495 -3.498 -1.863  0.241
67 H -3.420 -4.644 -3.088  0.352
68 H -6.959 -3.597 -2.361  0.345
69 H -6.127 -4.320 -3.756  0.329
70 H -5.921 -5.031 -2.151  0.345
71 H -6.060 -1.512 -1.797  0.262
72 H -5.355 0.544 -1.519  0.543
73 H -3.982 0.657 -0.423  0.187
74 H -3.799 1.109 -2.146  0.260
75 H -2.905 1.792 3.289  0.502
76 H -3.567 0.226 2.718  0.334
77 H -1.939 0.292 3.426  0.290
78 H -2.276 2.057 -1.070  0.017
79 H -1.859 4.390 -1.780  0.421
80 H -0.968 6.062 -0.145  0.367
81 H -0.560 5.369 2.225  0.417
82 H -1.148 3.069 2.968  0.349
83 H 1.699 -1.192 2.451  -0.085
84 H -0.027 -0.919 2.191  0.147
85 H 0.991 -1.571 0.872  0.398
86 H 2.201 0.900 3.223  0.489

Forces on the atoms, in the same order (eV/Å):
-0.349 0.012 1.198
0.334 1.615 -1.052
1.127 0.493 -1.803
-0.512 -1.309 0.436
-0.795 2.507 1.301
0.774 -2.358 -1.131
-0.477 -1.532 1.101
0.403 -0.019 -1.213
-0.664 -0.320 1.737
0.209 1.171 -0.459
0.423 -2.572 -1.559
-0.447 2.332 1.419
0.052 0.106 0.191
-0.130 -0.056 -0.090
-0.128 -0.337 -0.264
0.004 0.310 0.453
-0.052 0.259 -0.399
0.367 0.552 0.658
-0.864 -0.315 -1.271
-1.138 -0.607 0.830
1.063 -0.011 -1.025
0.200 0.314 0.726
0.111 -0.236 0.037
-0.216 -0.010 0.133
-0.008 -0.097 -0.249
-0.744 0.200 -0.168
0.343 0.383 0.623
1.123 1.409 -0.446
-1.134 -0.379 -0.305
-0.526 0.181 0.348
0.417 -0.540 -0.333
0.065 0.346 0.056
0.299 0.138 0.084
-0.229 -0.158 -0.041
0.338 -0.251 -0.217
0.494 -0.383 -0.142
-0.365 0.387 0.327
0.922 -1.308 0.015
-1.493 2.968 3.464
0.279 -0.792 -0.809
1.094 -2.502 -2.599
-0.131 -0.117 0.429
0.046 0.993 0.145
0.036 0.189 0.280
0.210 -0.129 0.128
-0.004 0.137 -0.261
-0.086 -0.254 0.162
0.013 -0.253 -0.474
0.129 0.308 0.293
-0.065 -0.383 0.293
0.072 0.033 -0.392
0.048 0.191 -0.090
-0.207 -0.064 0.138
0.119 -0.204 0.004
-0.113 -0.300 0.057
0.169 0.092 0.048
0.016 -0.385 -0.045
-0.199 -0.112 0.121
0.276 0.217 0.153
0.083 -0.145 0.260
-0.327 -0.149 0.175
-0.277 -0.121 -0.191
-0.017 0.357 -0.258
0.152 0.124 0.084
-0.105 -0.393 0.184
-0.120 0.151 -0.084
-0.045 0.263 0.108
0.033 -0.178 -0.060
-0.022 0.041 0.178
-0.074 0.166 -0.071
0.312 -0.065 -0.081
0.291 0.073 -0.036
0.084 0.008 -0.223
-0.021 -0.204 0.171
-0.015 -0.280 -0.049
0.289 0.108 0.112
-0.290 0.049 0.006
-0.015 0.493 0.239
0.097 0.046 0.249
-0.105 -0.268 0.110
-0.170 -0.081 -0.221
-0.012 0.249 -0.424
-0.219 0.055 -0.234
0.162 -0.067 -0.306
-0.180 0.138 0.128
0.012 0.083 -0.321


Record 2
Entry from the Open Molecules 2025 dataset: a structure of composition C41H36AlN3O8P2S4 (ωB97M-V/def2-TZVPD).

- largest force on an atom (eV/Å) = 3.7
- HOMO (Ha) = -0.294
- energy relative to the best compared isomer or geometry (same formula, charge and spin) (eV) = 0.4073

Each line ends with the Mulliken charge.
CARTESIAN COORDINATES (ANGSTROEM)
1 Al 1.957 -0.193 -0.352  0.426
2 O 3.702 -2.032 3.108  -0.804
3 S 3.843 -1.336 1.847  1.707
4 O 4.704 -1.769 0.824  -0.653
5 O 2.501 -0.936 1.304  -0.915
6 C 4.612 0.336 2.226  0.134
7 C 5.619 0.232 3.234  -1.023
8 C 6.277 1.419 3.689  -0.392
9 C 6.109 2.579 3.005  -0.732
10 C 5.276 2.600 1.947  -0.623
11 C 4.501 1.507 1.501  0.122
12 S 3.664 1.661 -0.048  1.753
13 O 3.818 0.391 -0.857  -0.592
14 O 4.026 2.873 -0.678  -0.689
15 O 2.173 1.632 0.196  -0.667
16 H 5.829 -0.707 3.737  0.478
17 H 6.929 1.351 4.639  0.282
18 H 6.756 3.404 3.239  0.408
19 H 5.268 3.449 1.371  0.643
20 O 2.282 -4.315 -1.136  -0.735
21 C 1.390 -4.458 -2.089  0.513
22 C 1.115 -5.749 -2.552  -0.593
23 C 0.172 -5.933 -3.543  -0.574
24 C -0.529 -4.841 -4.022  -0.799
25 C -0.140 -3.520 -3.662  -0.406
26 C 0.703 -3.364 -2.616  0.248
27 C 1.063 -1.973 -2.171  0.755
28 O 1.640 -1.831 -0.994  0.310
29 N 0.844 -0.932 -2.914  -0.980
30 N 1.231 0.205 -2.250  1.099
31 C 1.026 1.260 -2.982  0.213
32 S 0.312 1.157 -4.609  -0.018
33 C 0.494 2.968 -4.905  -0.801
34 C 0.194 3.718 -3.613  -0.230
35 S 1.300 2.865 -2.457  -0.035
36 H 2.205 -3.445 -0.799  0.418
37 H 1.659 -6.574 -2.136  0.465
38 H -0.092 -6.949 -3.746  0.394
39 H -1.292 -4.901 -4.789  0.415
40 H -0.642 -2.645 -4.148  0.333
41 H -0.303 3.308 -5.609  0.430
42 H 1.491 3.177 -5.235  0.397
43 H -0.848 3.635 -3.377  -0.079
44 H 0.452 4.793 -3.583  0.460
45 C -3.009 0.077 1.295  -1.371
46 N -1.706 0.411 0.601  0.169
47 P -1.713 1.439 -0.745  1.225
48 C -2.234 3.004 0.071  0.901
49 C -2.446 4.150 -0.712  -0.275
50 C -2.780 5.332 -0.092  -0.563
51 C -2.775 5.462 1.284  -0.900
52 C -2.348 4.404 2.038  -0.888
53 C -2.108 3.175 1.428  -0.640
54 C -3.176 0.937 -1.669  0.292
55 C -3.132 -0.153 -2.630  -0.455
56 C -4.299 -0.622 -3.269  -0.613
57 C -5.550 -0.127 -2.929  -0.671
58 C -5.612 0.984 -2.089  -0.488
59 C -4.481 1.502 -1.465  -0.438
60 P -0.271 -0.379 0.996  1.627
61 C -0.186 0.025 2.779  0.213
62 C 0.784 0.873 3.250  -0.109
63 C 0.930 1.208 4.558  -0.936
64 C 0.161 0.566 5.482  -0.474
65 C -0.892 -0.227 5.120  -0.866
66 C -1.093 -0.527 3.738  -0.359
67 C -0.669 -2.112 0.998  0.604
68 C -1.447 -2.680 -0.006  -0.226
69 C -1.670 -4.043 -0.092  -0.533
70 C -1.064 -4.832 0.934  -0.902
71 C -0.123 -4.262 1.840  -0.721
72 C 0.066 -2.898 1.848  -1.153
73 H -3.095 -0.938 1.516  0.546
74 H -3.840 0.278 0.638  0.436
75 H -3.153 0.724 2.180  0.275
76 H -2.317 4.193 -1.787  0.162
77 H -3.043 6.152 -0.752  0.390
78 H -2.910 6.400 1.616  0.482
79 H -2.305 4.511 3.081  0.486
80 H -1.947 2.364 2.051  0.242
81 H -2.183 -0.543 -2.853  0.487
82 H -4.198 -1.397 -4.045  0.390
83 H -6.361 -0.555 -3.467  0.391
84 H -6.563 1.464 -1.733  0.300
85 H -4.673 2.349 -0.766  0.205
86 H 1.536 1.299 2.604  0.286
87 H 1.701 1.824 4.933  0.525
88 H 0.328 0.868 6.547  0.306
89 H -1.561 -0.709 5.783  0.467
90 H -1.930 -1.198 3.515  0.322
91 H -1.692 -2.090 -0.870  0.209
92 H -2.196 -4.478 -0.918  0.484
93 H -1.202 -5.906 1.048  0.394
94 H 0.361 -4.932 2.583  0.396
95 H 0.792 -2.481 2.540  0.307

Forces on the atoms, in the same order (eV/Å):
-0.070 0.284 -0.002
0.077 0.345 -1.201
0.010 2.674 1.913
1.047 -1.695 -1.171
-0.589 0.140 -0.362
1.106 -2.435 1.093
-0.688 2.071 0.375
0.429 -3.238 1.716
0.867 0.273 0.738
-1.238 -1.240 -1.347
0.900 0.518 0.685
-1.116 -0.642 -0.829
-0.167 0.715 1.128
1.053 0.585 -0.117
-0.104 -0.678 0.635
-0.354 0.058 -0.127
-0.910 0.115 -1.880
-0.231 0.514 0.077
-0.235 1.978 -1.410
0.991 -1.989 0.360
-0.772 -0.949 -0.380
0.272 0.792 -0.142
-0.431 0.330 1.053
0.316 1.697 -1.066
-2.495 -1.248 -1.257
1.557 2.030 0.516
0.159 -0.196 -0.159
0.038 -0.638 -0.170
-0.399 -1.383 -0.218
-0.015 1.592 -0.229
-0.595 -0.418 -0.303
0.248 0.556 0.516
-1.894 0.541 -0.211
1.168 -0.582 -0.206
0.227 0.952 1.312
0.206 1.899 0.909
0.168 -0.214 0.198
-0.211 -0.360 -0.619
0.050 -0.403 0.045
0.601 -0.880 0.601
0.887 -0.641 -0.055
0.444 0.121 -0.457
-0.531 -0.308 0.478
0.170 -0.611 -0.304
0.856 2.287 -0.308
-1.499 -0.865 -0.051
0.697 0.622 -0.062
0.732 0.114 -1.310
-0.108 -0.109 0.302
-0.173 0.041 -0.952
0.983 -2.024 -1.818
-0.472 -0.334 -0.780
-0.921 1.227 -0.044
-2.678 -0.965 -1.270
-1.434 2.072 1.280
1.228 -0.159 0.373
1.074 0.749 -0.348
-1.020 0.331 1.077
0.880 -0.084 0.185
-0.334 0.984 0.471
-1.235 -1.339 0.723
1.197 0.810 -1.243
-0.140 -0.851 0.684
-0.495 1.227 2.612
-0.250 -0.841 -2.761
0.875 0.682 0.868
0.162 -0.019 -0.461
0.322 -0.243 -0.658
1.345 -0.555 2.128
0.686 0.515 0.050
-1.312 -1.430 -0.363
0.385 -0.601 0.993
0.253 -1.739 0.637
-0.114 0.240 -0.409
0.164 -0.584 -0.237
-0.297 -0.505 -0.064
0.107 0.240 0.295
-0.760 2.957 1.755
0.262 -0.050 1.285
0.689 -1.497 1.000
1.153 -0.659 -0.434
-0.101 0.339 0.565
-0.926 -0.003 0.049
0.765 -0.750 -0.873
0.571 -0.733 -0.577
-0.161 -0.018 -0.596
0.807 0.755 -0.099
-0.257 -0.682 -0.888
-0.384 -0.176 0.915
0.528 0.256 -0.313
-0.663 0.525 -0.036
-0.301 -0.174 -0.161
-0.203 0.207 -0.463
-0.240 0.667 -0.721
-0.191 0.111 -0.070


Record 3
Entry from the Open Molecules 2025 dataset: a structure of composition C41H36AsCl2NO2P2S4W (ωB97M-V/def2-TZVPD).

- total charge = +2
- largest force on an atom (eV/Å) = 3.5
- HOMO (spin up / spin down) (Ha) = -0.444 / -0.444
- energy relative to the best compared isomer or geometry (same formula, charge and spin) (eV) = 0.0000

Each line ends with the Mulliken charge.
CARTESIAN COORDINATES (ANGSTROEM)
1 W -0.790 0.724 -0.331  1.667
2 C 0.570 4.429 -0.270  -1.239
3 C 0.930 3.654 -1.553  -0.908
4 P 1.195 1.822 -1.434  -0.223
5 C 2.818 1.473 -0.486  1.022
6 C 3.081 0.289 0.151  -0.285
7 C 4.245 0.158 0.911  -0.548
8 C 5.188 1.156 0.952  -0.886
9 C 4.971 2.316 0.185  -0.637
10 C 3.817 2.506 -0.557  -0.689
11 C 1.462 1.444 -3.246  0.760
12 C 0.803 0.400 -3.903  -0.595
13 C 1.015 0.106 -5.215  -0.481
14 C 1.886 0.884 -5.953  -0.537
15 C 2.621 1.866 -5.315  -0.912
16 C 2.359 2.200 -3.999  -0.417
17 C 0.974 3.677 1.035  -1.528
18 P -0.135 2.308 1.493  0.438
19 C -1.635 3.139 2.239  0.692
20 C -1.610 4.555 2.340  -0.144
21 C -2.678 5.174 3.020  -0.967
22 C -3.783 4.410 3.411  -0.741
23 C -3.834 3.040 3.115  -0.727
24 C -2.760 2.374 2.579  -0.070
25 C 0.621 1.303 2.877  1.005
26 C 1.907 1.629 3.389  -0.565
27 C 2.367 0.867 4.471  -0.665
28 C 1.596 -0.119 5.089  -0.840
29 C 0.402 -0.478 4.510  -0.807
30 C -0.094 0.183 3.382  -0.156
31 H -0.508 4.524 -0.255  0.355
32 H 0.965 5.425 -0.340  0.573
33 H 1.850 4.050 -2.009  0.630
34 H 0.213 3.846 -2.357  0.205
35 H 2.323 -0.479 0.167  0.691
36 H 4.419 -0.789 1.446  0.444
37 H 5.991 1.000 1.620  0.491
38 H 5.667 3.092 0.079  0.500
39 H 3.750 3.431 -1.025  0.373
40 H 0.216 -0.238 -3.257  0.419
41 H 0.400 -0.646 -5.737  0.412
42 H 2.008 0.598 -6.992  0.434
43 H 3.254 2.425 -5.957  0.422
44 H 2.909 3.000 -3.514  0.255
45 H 0.985 4.275 1.956  1.047
46 H 1.982 3.276 0.951  0.449
47 H -0.938 5.163 1.804  0.314
48 H -2.604 6.250 3.001  0.418
49 H -4.515 4.924 3.972  0.480
50 H -4.672 2.443 3.430  0.476
51 H -2.699 1.294 2.547  0.278
52 H 2.546 2.346 2.968  0.395
53 H 3.371 1.003 4.814  0.463
54 H 1.991 -0.629 5.948  0.456
55 H -0.069 -1.369 4.873  0.558
56 H -1.151 -0.072 3.079  0.036
57 S -3.350 4.089 -4.318  -0.131
58 As -1.699 2.583 -4.174  0.524
59 S -2.275 2.578 -0.465  0.083
60 S -2.411 1.378 -2.094  -0.078
61 S -3.499 2.241 -5.321  -0.112
62 Cl -0.908 -6.882 0.361  -0.185
63 C -0.892 -6.268 -1.253  0.993
64 C -0.175 -7.040 -2.210  -0.782
65 C -0.146 -6.638 -3.525  -0.349
66 C -0.765 -5.475 -3.921  -0.820
67 C -1.490 -4.763 -3.025  0.837
68 Cl -2.200 -3.262 -3.516  -0.192
69 C -1.623 -5.130 -1.646  -0.670
70 N -2.460 -4.357 -0.851  -0.017
71 C -2.480 -4.246 0.591  -0.567
72 C -3.614 -4.581 1.297  -0.561
73 C -3.623 -4.397 2.665  -0.704
74 C -2.517 -3.853 3.360  -0.903
75 C -1.426 -3.505 2.625  -0.222
76 C -1.413 -3.658 1.252  0.502
77 C -0.235 -3.161 0.430  0.558
78 C -0.385 -1.743 0.155  0.396
79 O 0.550 -0.897 0.074  -0.209
80 O -1.522 -1.171 -0.146  -0.768
81 H 0.322 -7.955 -1.835  0.382
82 H 0.509 -7.231 -4.203  0.327
83 H -0.714 -5.130 -4.936  0.442
84 H -3.045 -3.635 -1.275  0.297
85 H -4.496 -5.060 0.737  0.384
86 H -4.527 -4.543 3.208  0.439
87 H -2.571 -3.761 4.420  0.493
88 H -0.569 -3.154 3.171  0.639
89 H -0.316 -3.613 -0.566  -0.194
90 H 0.768 -3.389 0.835  0.578

Forces on the atoms, in the same order (eV/Å):
-0.689 1.725 -0.715
-0.469 -1.333 0.429
0.803 0.155 -0.019
0.550 -0.803 -0.346
-0.238 2.371 -2.070
-0.323 -0.126 0.580
-0.086 -0.950 -0.092
-1.098 0.448 -0.580
-0.616 -0.849 -0.137
-0.201 -2.917 1.861
0.156 0.003 0.131
0.022 -0.155 2.266
-1.043 -0.321 -1.307
0.059 -0.869 0.150
-0.846 0.169 -0.739
0.406 0.043 0.714
0.372 0.295 0.214
-0.660 -1.193 0.905
1.398 0.526 -0.975
-2.296 -1.726 0.896
0.668 -0.908 -1.505
1.492 -0.003 -0.517
-0.376 0.295 0.953
1.220 0.842 0.331
0.188 0.267 -0.485
-1.768 -2.270 0.810
-0.240 0.204 -0.228
0.616 0.668 -0.901
-0.071 -0.275 -0.610
-0.651 0.911 0.379
-0.222 0.268 -0.049
0.408 0.416 0.261
-0.022 -0.140 0.376
-0.217 -0.306 0.248
0.632 0.072 -0.008
-0.127 0.612 -0.201
1.106 0.265 0.259
1.201 0.803 0.378
-0.600 1.296 -1.066
-0.502 -0.236 -0.246
0.549 0.195 0.525
0.264 0.465 -0.011
0.818 0.626 0.032
0.086 0.025 -0.238
0.027 0.345 -0.429
-0.021 -0.057 0.012
1.059 0.488 -0.063
-0.543 0.191 0.684
-1.125 0.110 0.305
-0.368 0.084 0.063
-0.350 0.024 -0.243
0.578 0.998 -0.585
0.372 0.357 0.279
0.012 -0.220 0.173
-0.619 -0.078 0.242
1.430 0.233 -0.086
0.370 -0.379 0.298
0.059 0.241 0.477
0.407 -0.785 0.089
-0.052 -0.345 -0.851
-0.277 -0.235 -0.152
-0.119 0.112 0.211
0.002 -0.335 -1.053
-0.511 0.351 1.274
1.647 -1.361 -0.265
-0.036 -0.207 -0.578
-0.175 0.214 1.659
-0.252 0.359 -0.255
0.029 0.011 -0.652
-0.495 0.289 1.049
0.395 0.167 -1.094
-1.469 -1.135 -0.609
0.382 0.944 0.448
-1.751 -1.037 -1.147
0.647 0.123 0.336
0.704 -0.105 -0.510
0.035 -0.583 0.414
-0.696 1.151 -0.698
0.586 0.092 0.418
-0.268 -0.330 0.252
-0.301 0.742 -0.465
-0.869 0.619 0.311
0.090 0.064 -0.304
0.528 -0.716 -0.260
1.445 0.893 1.036
-0.512 -0.496 0.354
0.112 0.143 0.558
0.482 0.315 -0.160
0.292 -0.036 -0.026
-0.530 0.194 -0.108


Record-wise electronic energy values, in Ha: -2372.71568; -4868.22700; -7287.44182